Entry from the Open Molecules 2025 dataset: C13H17N3O5 in the gas phase in a non-equilibrium geometry (ωB97M-V with the def2-TZVPD basis set).

Last column: Löwdin charge in e.
Positions of all 38 atoms, in Å:
H: -0.2271 -0.2896 -0.3043  0.09
C: -1.6587 1.8925 -0.4549  -0.01
C: 3.9575 0.6106 -0.0160  -0.41
C: 0.3754 1.6110 0.8600  -0.29
C: 1.1920 -1.8174 0.5375  -0.43
H: 0.2606 2.7261 -0.9912  0.16
H: -2.2186 2.2981 -1.1914  0.08
C: -2.5668 1.4388 0.5118  -0.38
C: -1.9588 1.0986 1.7252  0.01
H: 5.1386 1.4886 -0.9790  0.10
C: 1.8596 1.5830 1.0457  -0.09
C: -2.3645 -1.9092 -1.2501  -0.54
H: 1.2058 -2.3535 -1.5909  0.11
C: -1.1102 -2.2310 -0.3462  -0.10
N: -3.3670 -1.2166 -0.7445  0.17
N: 2.1720 -0.9219 0.8097  0.13
C: 0.0321 -1.3359 -0.5676  -0.29
H: -4.1634 -1.2641 -1.4137  0.15
H: 2.7824 -1.1813 1.6354  0.17
H: 2.1395 1.4398 2.1926  0.17
O: -2.1664 -2.1839 -2.4237  0.03
O: 1.2607 -2.9467 0.9734  0.06
O: -3.8751 1.6568 0.3060  0.04
O: 4.2026 1.4526 -1.0563  0.12
H: -4.0574 1.4776 -0.6738  0.15
H: 0.0209 -1.6372 -2.6202  0.03
H: -2.5017 0.6813 2.5494  0.11
H: -1.5998 -2.1120 0.7150  0.14
H: 2.2815 2.5432 0.6036  0.15
H: -0.1439 0.8877 2.7869  0.13
H: -3.2645 -0.8299 0.2067  0.10
H: -0.9344 -3.3070 -0.4095  0.13
C: -0.5272 1.1141 1.7605  -0.05
C: -0.2765 1.9860 -0.2913  -0.05
O: 4.9483 0.1317 0.6001  0.07
C: 2.4790 0.4833 0.2139  -0.20
N: 0.6795 -1.4984 -1.9070  0.09
H: 1.9941 0.4343 -0.8022  0.15

Summary:
net charge: 0
SMILES string: NC(=O)C[C@H](N)C(=O)N[C@@H](Cc1ccc(O)cc1)C(=O)O
LUMO level: 0.34 eV
spin multiplicity: 1
relative energy (zero: lowest compared OMol25 entry of this formula, charge and spin): 89.17 kcal/mol



Entry from the Open Molecules 2025 dataset: C13H17NO2 in the gas phase (ωB97M-V with the def2-TZVPD basis set).

Last column: Löwdin charge in e.
Positions of all 33 atoms, in Å:
C: 1.2174 0.9699 0.8755  -0.08
H: -2.1643 -2.0067 -0.8050  0.11
H: 2.8860 2.6725 -0.5001  0.08
N: -0.9587 0.3268 1.6944  0.05
C: 3.2864 1.6727 -0.3434  -0.05
H: -0.3007 -2.1583 0.8942  0.11
C: 1.6711 -1.8183 0.1457  -0.42
C: 0.4347 -1.3834 0.7476  0.01
H: 3.3469 -0.7433 0.8575  0.14
H: 3.9672 1.4463 -1.1603  0.09
C: -2.9476 -0.4512 0.5098  -0.26
H: 0.5703 -0.0459 -1.6031  0.08
C: -4.4143 0.3438 -0.8804  -0.12
H: 0.7298 1.9328 0.6983  0.13
H: 0.9722 1.6639 -1.7918  0.09
H: 1.8079 1.0655 1.7928  0.14
C: -3.7983 -0.6767 -1.5331  -0.06
H: -1.1021 1.3259 1.7120  0.14
H: 3.3823 -1.0577 -0.8764  0.13
C: 2.7366 -0.7528 -0.0512  -0.07
C: 0.1828 -0.0980 1.0862  -0.26
C: -2.8382 -1.1941 -0.6290  -0.02
H: 3.8548 1.6722 0.5844  0.08
H: -5.1997 1.0130 -1.1704  0.12
C: 2.1569 0.6414 -0.2923  -0.56
H: 2.0472 0.4256 -2.4405  0.09
H: -1.9149 -1.4784 2.0719  0.12
H: -3.9967 -1.0212 -2.5269  0.10
O: -3.9052 0.4929 0.3540  0.04
C: -2.1750 -0.4569 1.7924  -0.10
C: 1.3858 0.6729 -1.6137  -0.03
O: 1.8714 -2.9761 -0.1800  0.05
H: -2.7920 -0.0191 2.5810  0.13

Summary:
net charge: 0
SMILES string: CC1(C)CC(=O)C=C(NCc2ccco2)C1
LUMO level: 0.62 eV
spin multiplicity: 1
relative energy (zero: lowest compared OMol25 entry of this formula, charge and spin): 18.57 kcal/mol



Entry from the Open Molecules 2025 dataset: C13H17NOS in the gas phase (ωB97M-V with the def2-TZVPD basis set).

Last column: Löwdin charge in e.
Positions of all 33 atoms, in Å:
C: -3.8661 1.0515 0.1917  -0.08
C: 2.6464 1.2765 1.3917  -0.19
H: 4.1318 -0.2150 1.8221  0.11
C: 3.6825 0.2468 0.9406  -0.21
H: -1.3422 1.1887 -2.0399  0.12
N: 1.0396 0.2212 -0.7577  -0.11
H: -3.5725 2.1364 -1.6362  0.10
H: 1.7844 0.7705 1.8309  0.12
C: -3.3418 0.1180 1.0607  -0.01
C: 2.1914 2.1878 0.2493  -0.17
C: -3.1534 1.4302 -0.9362  -0.09
H: 0.0745 1.8625 0.0395  0.12
H: 2.8830 0.4166 -1.6816  0.13
H: 3.9222 -1.4861 -0.3037  0.12
H: -4.8412 1.4731 0.3832  0.10
H: 3.0325 2.3595 -0.4247  0.11
H: 2.4481 -1.4957 0.6566  0.08
S: 0.1451 -2.2477 -0.6209  0.76
C: -0.0045 -0.5881 -0.5489  -0.66
C: -2.0932 -0.4541 0.8253  -0.28
C: 0.9834 1.6494 -0.5266  -0.15
C: -1.3357 -0.0215 -0.2777  -0.20
H: 1.8982 3.1609 0.6476  0.11
H: -3.8886 -0.2091 1.9308  0.12
H: 2.1198 -1.1815 -1.8164  0.09
H: 4.4802 0.7635 0.4004  0.11
O: -1.6483 -1.3801 1.6959  0.03
H: -0.9237 -1.8842 1.2760  0.01
H: 3.0970 1.8931 2.1718  0.11
H: 0.9163 2.1755 -1.4878  0.13
C: -1.8981 0.9029 -1.1587  -0.05
C: 2.3165 -0.3431 -1.1412  -0.19
C: 3.1073 -0.8603 0.0634  -0.19

Summary:
net charge: 0
SMILES string: Oc1ccccc1C(=S)N1CCCCCC1
LUMO level: 0.36 eV
spin multiplicity: 1
relative energy (zero: lowest compared OMol25 entry of this formula, charge and spin): 2.96 kcal/mol



Entry from the Open Molecules 2025 dataset: a molecular structure, C13H17NSTi in a non-equilibrium geometry (ωB97M-V with the def2-TZVPD basis set).

Last column: Löwdin charge in e.
Positions of all 33 atoms, in Å:
H: -1.0808 2.0979 -3.2661  0.10
H: -0.6844 -1.8658 -1.8771  0.08
H: 1.8782 -1.2257 -1.9280  0.11
C: 0.4451 -1.6043 1.6334  -0.50
H: -0.8251 -0.5958 -3.7919  0.10
C: -0.2812 -0.8457 -1.6891  -0.41
H: -0.8918 0.4184 4.5809  0.10
H: -1.0157 2.1413 0.6029  0.09
C: 1.6749 0.3678 -0.4399  -0.20
C: -0.7196 1.5857 -0.2958  -0.36
C: -1.7783 1.5076 -1.3046  -0.37
N: -0.5485 -0.6917 1.4315  -0.07
H: 0.9963 2.1193 -1.5591  0.11
H: -1.8402 0.7058 2.2828  0.11
S: 1.0983 -2.3873 0.1238  0.96
C: -0.4784 0.0094 -2.9378  -0.21
H: 1.4429 -2.8516 3.0386  0.10
H: 2.4721 -2.1960 -0.2512  -0.06
H: 1.8648 0.1539 0.6291  0.09
H: 1.1896 2.3773 0.1702  0.11
H: 0.6324 -1.5162 5.0408  0.11
C: 1.1710 -0.9260 -1.1217  -0.48
H: 2.6598 0.6163 -0.8859  0.11
C: 0.7940 1.6580 -0.5722  -0.17
C: -1.0420 -0.0018 2.5003  -0.12
H: 0.4634 0.4108 -3.3232  0.11
C: -0.5526 -0.2202 3.7781  -0.07
H: -2.7328 1.9837 -1.0887  0.09
Ti: -1.5422 -0.1372 -0.3816  0.80
C: -1.4788 1.2004 -2.7551  -0.22
H: -2.4129 0.9696 -3.2989  0.10
C: 0.7943 -1.9917 2.9308  -0.07
C: 0.3283 -1.2663 4.0249  -0.06

Summary:
net charge: 0
LUMO level (spin up / spin down): -0.17 / 0.04 eV
spin multiplicity: 3



Entry from the Open Molecules 2025 dataset: a molecular structure, C13H18AsF6K2N4O2 in a non-equilibrium geometry (ωB97M-V with the def2-TZVPD basis set).

Last column: Löwdin charge in e.
Positions of all 46 atoms, in Å:
H: -1.2701 -0.3521 -3.1515  0.09
C: -2.1718 2.4698 -1.7633  -0.10
N: 3.7394 2.7223 -0.0952  -0.46
C: 2.6610 2.4008 0.8625  0.03
H: 1.7377 2.1055 0.3884  0.07
H: 3.1403 1.6203 1.4570  0.10
H: 3.1191 0.1997 4.5801  0.12
H: 2.4466 3.2322 1.5267  0.10
H: -1.8033 2.6614 -3.9563  0.10
H: -1.5950 1.6552 0.2521  0.10
C: 1.4264 0.2978 6.0652  -0.17
F: -0.8910 -1.1357 1.2601  -0.23
H: -1.6276 -3.8210 -5.4799  0.09
K: -2.2308 -4.3200 -1.0719  0.90
F: 1.3063 -0.6516 0.3339  -0.22
C: -1.0102 -2.2139 -4.1220  -0.16
K: 0.6215 -2.6173 5.1659  0.92
C: 0.0375 0.4222 5.8605  -0.13
C: -0.1154 0.5049 4.4780  -0.15
O: 3.6304 2.2739 -1.2159  0.08
H: 1.9337 0.0965 7.0015  0.10
C: -1.8558 -2.9208 -4.9333  -0.12
N: -0.4004 1.2078 -1.4095  0.01
C: -2.9234 -1.0701 -4.2477  -0.13
C: -0.4076 1.4716 -2.7493  -0.16
F: 0.9954 -1.8696 2.4933  -0.31
C: -1.4562 1.8347 -0.7982  -0.13
H: 0.3456 0.7495 -0.9189  0.10
C: -3.0914 -2.1957 -4.9960  -0.11
F: -0.0743 -2.3325 -0.7775  -0.28
H: -1.0249 0.5228 3.9044  0.12
H: -0.8183 0.4456 6.5107  0.10
H: -0.0048 -2.4737 -3.8352  0.11
H: -3.9267 -2.4029 -5.6426  0.09
N: 1.1195 0.5317 3.9212  0.01
O: 4.6324 3.4243 0.3103  0.09
C: -1.5370 2.2153 -3.0135  -0.10
C: 2.1041 0.3893 4.8753  -0.12
H: 0.4054 1.1254 -3.3671  0.13
F: 1.7986 -3.0921 0.5785  -0.20
F: -0.4288 -3.4958 1.2948  -0.30
N: -1.7079 -1.1522 -3.6160  0.02
H: -3.5627 -0.2204 -4.0768  0.11
H: 1.2530 0.6676 2.9340  0.13
As: 0.4773 -2.0653 0.8373  0.66
H: -2.9957 3.1542 -1.6542  0.10

Summary:
net charge: +1
LUMO level: -3.27 eV
spin multiplicity: 1



Entry from the Open Molecules 2025 dataset: a molecular structure, C13H18AuIN2 (ωB97M-V with the def2-TZVPD basis set).

Last column: Löwdin charge in e.
Positions of all 35 atoms, in Å:
H: -3.2288 2.0864 0.7366  0.13
H: -0.5761 3.2197 1.2724  0.09
H: 1.0389 2.5184 1.4950  0.12
C: -0.7556 -1.2426 1.1707  -0.16
C: -0.6159 -2.6817 1.4759  0.02
H: -0.1007 2.4988 2.8186  0.13
C: -0.5081 1.0785 1.3034  -0.14
N: 1.7058 0.6395 -3.5070  0.02
C: 0.0207 -0.1896 1.7669  -0.12
H: 1.5227 -1.3686 2.7302  0.10
C: -0.0244 2.4040 1.7300  0.02
H: 0.9625 1.0273 -4.0663  0.17
H: -0.7272 -2.8425 2.5530  0.13
I: 5.6678 -0.4087 -2.5832  0.99
H: 0.7903 -0.1099 3.7257  0.14
H: 0.3839 -3.0439 1.2197  0.11
H: -3.4685 -0.7660 -0.9739  0.09
C: 3.0229 0.7088 -3.7354  -0.09
H: 3.4212 1.2855 -4.5554  0.14
H: -2.6761 -2.3131 -0.6620  0.10
C: 1.1350 -0.3530 2.7105  0.03
H: 1.9411 0.3522 2.4956  0.11
Au: -0.2542 -0.2236 -1.2671  1.05
C: -2.9425 -1.3518 -0.2238  -0.01
H: -3.6427 -1.5506 0.5935  0.13
H: -1.3518 -3.2891 0.9576  0.09
C: -1.7424 -0.6355 0.3164  -0.32
H: -3.1845 1.4236 -0.8952  0.09
H: 2.6933 -1.3118 -1.2085  0.11
N: 1.4343 -0.1854 -2.4747  -0.18
C: -2.5642 1.8056 -0.0883  0.00
C: -1.5952 0.7964 0.4153  -0.25
H: -2.0675 2.7163 -0.4226  0.10
C: 2.6288 -0.6132 -2.0279  -0.19
C: 3.6567 -0.0802 -2.7955  -0.77

Summary:
net charge: +2
LUMO level (spin up / spin down): -6.61 / -10.11 eV
spin multiplicity: 3



no.,calculated total energy (Ha)
1,-1046.0036
2,-710.7919
3,-1033.7647
4,-1807.6645
5,-4910.4143
6,-1048.3940